Formula: C24H42HfNO9
Source: the OMol25 dataset
Level of theory: ωB97M-V/def2-TZVPD

Properties
Energy ... -46735.865 eV
Gap between HOMO and LUMO ... 2.43 eV
Multiplicity ... 1
Net charge ... +3

Each line ends with the Löwdin charge.
Geometry (Å):
Hf  12.3688  11.2476  -16.5592  1.994
N  12.4774  10.6410  -14.2845  -0.490
O  12.5567  11.7785  -14.6712  -0.259
O  12.1481  10.2715  -13.1498  -0.086
O  12.4666  9.8691  -15.2269  -0.421
C  13.2402  15.0339  -14.0784  -0.070
O  14.2262  14.2794  -13.4857  -0.176
C  14.6098  13.1129  -14.2738  -0.127
C  16.0228  12.6343  -13.8098  -0.127
O  15.9255  12.4895  -12.4119  -0.159
C  16.5135  11.3416  -11.9335  -0.103
H  13.5464  15.4882  -15.0207  0.127
H  12.9926  15.8093  -13.3535  0.101
H  12.3676  14.3809  -14.0992  0.075
H  14.5530  13.3065  -15.3449  0.109
H  13.9099  12.3219  -14.0043  0.064
H  16.7974  13.3883  -13.9498  0.151
H  16.3370  11.7556  -14.3731  0.132
H  17.5844  11.3300  -12.1367  0.113
H  16.2166  10.4259  -12.4447  0.057
H  16.3484  11.2288  -10.8620  0.114
C  12.9650  11.2651  -11.5701  0.031
O  13.4555  12.5920  -11.3936  0.044
C  12.3874  13.5280  -11.4701  -0.134
C  12.9452  14.8984  -10.9906  -0.124
O  14.1793  15.2898  -11.5636  -0.157
C  14.5111  16.6740  -11.3033  -0.010
H  12.3432  10.8285  -10.7886  0.156
H  13.8302  10.6079  -11.6567  0.135
H  12.4251  11.2464  -12.5169  -0.003
H  11.5652  13.2670  -10.8039  0.122
H  12.0110  13.7013  -12.4783  0.091
H  13.1114  14.8206  -9.9161  0.162
H  12.1119  15.5940  -10.8909  0.150
H  14.3467  16.9241  -10.2552  0.108
H  13.8998  17.3638  -11.8852  0.101
H  15.5366  16.9375  -11.5620  0.114
C  11.3370  8.5885  -14.1720  -0.122
O  10.5483  7.4617  -13.8249  -0.073
C  11.2210  6.1456  -14.0710  -0.064
C  12.3348  5.8154  -13.0609  -0.192
O  11.7348  5.6212  -11.7781  -0.168
C  12.6715  5.5771  -10.6763  -0.075
H  12.1079  8.6611  -13.4048  0.126
H  10.7558  9.5078  -14.2436  0.126
H  11.6869  8.3734  -15.1817  0.103
H  11.7718  6.1905  -15.0105  0.107
H  10.4457  5.3795  -14.0620  0.147
H  13.0354  6.6460  -12.9755  0.092
H  12.9228  4.9612  -13.3966  0.137
H  12.1663  5.2285  -9.7755  0.096
H  13.2336  6.4850  -10.4575  0.078
H  13.3749  4.7566  -10.8181  0.091
C  9.6446  11.2238  -10.8607  -0.011
C  9.2624  12.3916  -10.2974  0.019
C  9.2917  13.5934  -11.0292  0.022
C  9.9854  13.5803  -12.2422  -0.096
C  10.4357  12.4089  -12.7392  -0.079
C  10.3406  11.2125  -12.0406  -0.052
H  9.5193  10.2669  -10.3759  0.146
H  8.8316  12.2813  -9.3132  0.144
H  9.0471  14.5414  -10.5733  0.138
H  10.0779  14.4842  -12.8260  0.146
H  11.0110  12.4668  -13.6514  0.097
H  10.8086  10.3504  -12.4925  0.090
C  15.3276  7.9353  -13.6109  -0.059
C  14.4052  8.5380  -14.4753  -0.114
C  13.9892  7.8874  -15.6108  -0.113
C  14.4264  6.5838  -15.8155  -0.053
C  15.3575  5.9635  -14.9998  -0.028
C  15.8074  6.6758  -13.9014  -0.049
H  15.6959  8.4565  -12.7396  0.094
H  14.1121  9.5491  -14.2340  0.079
H  13.3550  8.3058  -16.3784  0.080
H  13.9861  6.0139  -16.6203  0.125
H  15.6311  4.9282  -15.1404  0.131
H  16.5368  6.2117  -13.2541  0.126

Force components x, y, z for each atom (eV/Å):
Hf -0.279 1.716 -5.704
N -0.359 -3.077 4.024
O -1.599 5.724 0.577
O 2.553 0.675 -4.584
O 2.023 -1.189 -3.361
C -0.363 0.492 0.575
O 1.664 -2.462 -2.017
C 1.608 0.894 1.887
C -0.606 1.432 0.166
O -0.697 -0.035 -0.596
C 1.342 -1.123 0.406
H -0.332 -0.132 -0.235
H 0.004 0.251 -0.410
H -0.777 0.121 -0.994
H 0.158 0.212 -0.361
H 1.662 0.955 0.423
H -0.154 0.284 -0.569
H -0.136 -0.415 0.217
H 0.370 0.255 0.338
H -0.728 -0.172 -0.192
H -0.033 0.220 -0.073
C 5.204 2.746 6.050
O -2.884 -1.387 -1.510
C 3.019 1.230 3.346
C 0.671 -0.009 0.720
O -0.939 1.027 1.822
C -0.297 0.508 0.150
H -0.412 0.533 0.025
H 0.235 0.197 -0.261
H -0.733 2.104 0.155
H 0.512 -0.139 0.026
H 0.464 -0.284 -0.483
H 0.378 -0.815 0.446
H -0.020 0.776 -1.235
H 0.055 -0.154 0.130
H -0.407 -0.149 -0.176
H 0.053 -0.839 -0.025
C -3.520 -6.932 -0.278
O 0.167 -0.479 0.001
C 0.689 1.019 0.800
C -1.111 0.573 1.280
O 0.725 0.367 0.280
C -0.267 -1.431 -0.335
H 0.134 -1.656 -1.158
H -1.448 -1.071 0.259
H -0.464 -1.269 0.784
H -0.501 0.065 -0.458
H -0.046 0.334 -0.013
H 0.178 0.293 -0.236
H -0.170 -0.331 -0.060
H -0.525 0.516 -0.158
H -0.213 0.368 -0.363
H 0.401 0.080 -0.415
C 1.283 -2.403 -0.639
C -1.639 1.211 0.603
C 1.608 0.230 -0.255
C -3.686 2.082 1.135
C 1.345 -1.429 -1.442
C -1.888 0.308 0.013
H -0.147 0.072 0.426
H -0.140 0.643 0.182
H -0.477 -0.048 -0.013
H -0.004 0.194 0.018
H -0.649 -0.031 -0.114
H -2.465 0.075 1.362
C -0.224 0.189 -0.481
C 1.428 0.218 0.788
C 0.646 -0.917 -0.116
C -0.224 -0.520 -0.659
C -0.692 0.466 0.364
C 0.573 -0.483 0.372
H -0.073 -0.001 0.062
H 0.948 -0.384 0.164
H -0.122 -0.018 -0.057
H 0.135 0.033 -0.301
H 0.168 0.049 -0.194
H 0.053 0.046 0.156